[1]
{"formula": "C3H8NOS", "method": "the ωB97M-V functional and the def2-TZVPD basis", "lumo_energy_ev": [0.8, -2.0], "e_above_lowest_kcal_mol": 19.7, "spin_multiplicity": 2, "total_charge": 0, "s2": 0.75, "symbols": ["C", "O", "C", "C", "S", "N", "H", "H", "H", "H", "H", "H", "H", "H"], "xyz": [[-1.62, -1.16, 0.22], [-2.53, -1.14, -0.77], [-0.24, -0.52, -0.29], [0.27, 0.34, 0.89], [2.07, 0.91, 0.55], [-0.32, 0.37, -1.45], [-2.05, -0.53, 1.04], [-1.39, -2.16, 0.60], [0.52, -1.27, -0.53], [0.16, -0.14, 1.88], [-0.33, 1.25, 0.78], [2.47, 1.10, 1.81], [-0.70, 1.27, -1.15], [-1.18, 0.03, -1.91]], "nbo_charge": [-0.15, -0.27, -0.10, -0.47, -0.07, -0.81, 0.24, 0.19, 0.20, 0.22, 0.20, 0.12, 0.34, 0.37]}



[2]
{"formula": "C44H41ClMoN2O7P2S", "method": "the ωB97M-V functional and the def2-TZVPD basis", "lumo_energy_ev": [-7.5, -8.2], "e_above_lowest_kcal_mol": 42.5, "spin_multiplicity": 3, "total_charge": 2, "s2": 2.02, "symbols": ["Mo", "O", "C", "O", "C", "C", "C", "C", "C", "N", "C", "O", "O", "H", "H", "H", "H", "C", "S", "C", "C", "C", "N", "P", "C", "C", "C", "C", "C", "C", "C", "C", "C", "C", "C", "C", "P", "C", "C", "C", "C", "C", "C", "C", "C", "C", "C", "C", "C", "H", "H", "H", "H", "H", "H", "H", "H", "H", "H", "H", "H", "H", "H", "H", "H", "H", "H", "H", "H", "H", "H", "H", "H", "H", "H", "H", "H", "H", "C", "C", "C", "C", "Cl", "C", "C", "C", "O", "C", "C", "O", "O", "H", "H", "H", "H", "H", "H", "H", "H"], "xyz": [[0.14, -0.02, 0.21], [2.78, -0.29, 3.47], [2.20, -0.25, 2.29], [0.95, -0.19, 2.16], [2.97, -0.19, 1.08], [4.36, -0.35, 0.92], [4.90, -0.26, -0.34], [4.06, 0.08, -1.41], [2.72, 0.26, -1.18], [2.14, 0.07, 0.03], [1.66, 0.62, -2.19], [1.88, 0.97, -3.32], [0.48, 0.54, -1.63], [2.13, -0.31, 4.19], [4.96, -0.57, 1.79], [5.95, -0.43, -0.51], [4.45, 0.21, -2.41], [-5.20, 4.56, -3.57], [-5.58, 3.81, -1.96], [-4.56, 4.83, -0.83], [-3.57, 3.97, -0.04], [-2.56, 3.34, -0.98], [-1.76, 2.28, -0.36], [-2.08, 0.65, -0.79], [-3.82, 0.49, -0.29], [-4.07, 0.51, 1.08], [-5.36, 0.45, 1.56], [-6.42, 0.36, 0.67], [-6.17, 0.34, -0.70], [-4.88, 0.40, -1.18], [-2.03, 0.43, -2.59], [-1.63, 1.37, -3.54], [-1.47, 0.98, -4.86], [-1.68, -0.34, -5.23], [-2.05, -1.28, -4.29], [-2.21, -0.90, -2.97], [-0.22, 2.43, 0.39], [0.27, 4.06, -0.22], [0.85, 4.21, -1.47], [0.96, 5.48, -2.02], [0.48, 6.59, -1.32], [-0.05, 6.44, -0.05], [-0.15, 5.18, 0.51], [-0.28, 2.63, 2.20], [1.00, 2.84, 2.72], [1.24, 2.78, 4.08], [0.19, 2.48, 4.94], [-1.09, 2.27, 4.44], [-1.33, 2.35, 3.07], [-5.78, 4.02, -4.31], [-4.14, 4.46, -3.78], [-5.50, 5.61, -3.56], [-5.25, 5.33, -0.14], [-4.05, 5.58, -1.42], [-4.12, 3.19, 0.48], [-3.06, 4.59, 0.70], [-1.91, 4.11, -1.40], [-3.11, 2.86, -1.80], [-3.22, 0.57, 1.76], [-5.54, 0.45, 2.62], [-7.43, 0.29, 1.04], [-7.00, 0.26, -1.39], [-4.70, 0.37, -2.25], [-1.42, 2.39, -3.26], [-1.16, 1.70, -5.60], [-1.54, -0.63, -6.26], [-2.18, -2.32, -4.57], [-2.46, -1.64, -2.21], [1.19, 3.35, -2.03], [1.41, 5.61, -2.99], [0.53, 7.57, -1.77], [-0.40, 7.30, 0.50], [-0.57, 5.05, 1.50], [1.81, 3.08, 2.04], [2.23, 2.95, 4.47], [0.36, 2.43, 6.00], [-1.90, 2.04, 5.11], [-2.33, 2.23, 2.69], [-4.81, -4.39, 4.68], [-5.10, -3.84, 3.32], [-6.35, -3.94, 2.76], [-6.61, -3.42, 1.49], [-8.17, -3.58, 0.79], [-5.60, -2.78, 0.78], [-4.34, -2.64, 1.34], [-4.07, -3.18, 2.60], [-2.87, -3.12, 3.22], [-1.87, -2.25, 2.78], [-1.27, -2.55, 1.39], [-1.26, -3.64, 0.87], [-0.74, -1.48, 0.85], [-5.72, -4.69, 5.18], [-4.29, -3.65, 5.29], [-4.15, -5.25, 4.59], [-7.15, -4.43, 3.30], [-5.80, -2.40, -0.21], [-3.57, -2.14, 0.78], [-1.06, -2.39, 3.51], [-2.20, -1.20, 2.80]], "lowdin_charge": [1.57, 0.22, -0.38, -0.07, -0.13, 0.08, 0.04, 0.09, -0.11, -0.01, -0.52, 0.17, -0.30, 0.17, 0.15, 0.14, 0.15, -0.39, 0.82, -0.45, -0.24, -0.27, -0.39, 1.00, -0.34, -0.14, -0.06, -0.04, -0.07, -0.08, -0.36, -0.08, -0.05, -0.04, -0.05, -0.10, 0.99, -0.35, -0.08, -0.05, -0.04, -0.04, -0.08, -0.37, -0.13, -0.07, -0.05, -0.05, -0.07, 0.04, 0.03, 0.04, 0.08, 0.08, 0.10, 0.11, 0.12, 0.07, 0.07, 0.12, 0.12, 0.12, 0.11, 0.10, 0.12, 0.12, 0.12, 0.11, 0.10, 0.12, 0.12, 0.12, 0.11, 0.11, 0.12, 0.12, 0.12, 0.09, -0.02, -0.19, -0.05, -0.67, 0.70, -0.11, -0.02, -0.21, -0.01, -0.09, -0.54, 0.18, -0.29, 0.09, 0.08, 0.10, 0.12, 0.10, 0.09, 0.15, 0.12]}



[3]
{"formula": "C30H23MnN3O7S2", "method": "the ωB97M-V functional and the def2-TZVPD basis", "lumo_energy_ev": [4.1, 4.1], "e_above_lowest_kcal_mol": 0.0, "spin_multiplicity": 2, "total_charge": -2, "s2": 0.80, "symbols": ["Mn", "C", "C", "N", "N", "C", "S", "S", "C", "C", "C", "C", "C", "C", "C", "C", "C", "C", "C", "C", "C", "O", "H", "H", "H", "H", "H", "H", "H", "H", "H", "H", "H", "H", "H", "H", "O", "C", "O", "C", "C", "C", "C", "C", "N", "H", "H", "H", "H", "O", "C", "O", "C", "C", "C", "C", "O", "C", "O", "C", "C", "H", "H", "H", "H", "H"], "xyz": [[0.32, 1.66, -0.70], [-2.09, -1.57, 0.97], [-1.03, -0.52, 0.78], [-1.17, 0.42, -0.10], [-2.37, 0.36, -0.82], [-2.30, 0.93, -1.96], [-1.03, 1.78, -2.69], [-3.78, 0.84, -2.99], [-4.94, -0.10, -1.96], [-5.88, 0.74, -1.13], [-5.47, 1.28, 0.08], [-6.34, 2.06, 0.83], [-7.63, 2.32, 0.37], [-8.04, 1.79, -0.84], [-7.16, 1.01, -1.58], [0.21, -0.62, 1.60], [0.51, -1.84, 2.21], [1.62, -2.02, 3.02], [2.46, -0.93, 3.24], [2.21, 0.28, 2.64], [1.11, 0.48, 1.77], [0.96, 1.62, 1.19], [-3.07, -1.15, 0.77], [-2.06, -1.98, 1.97], [-1.91, -2.36, 0.24], [-4.34, -0.76, -1.34], [-5.53, -0.71, -2.65], [-4.46, 1.10, 0.42], [-6.00, 2.48, 1.77], [-8.30, 2.93, 0.96], [-9.03, 1.98, -1.21], [-7.49, 0.60, -2.54], [-0.13, -2.69, 2.03], [1.83, -2.99, 3.46], [3.33, -1.04, 3.88], [2.86, 1.13, 2.78], [0.48, 5.70, 0.01], [0.59, 4.49, -0.24], [-0.31, 3.61, -0.31], [2.00, 3.97, -0.53], [3.14, 4.70, -0.23], [4.37, 4.14, -0.50], [4.43, 2.88, -1.09], [3.25, 2.21, -1.36], [2.05, 2.75, -1.08], [3.01, 5.68, 0.21], [5.29, 4.67, -0.26], [5.38, 2.40, -1.32], [3.22, 1.22, -1.79], [0.15, -1.89, -1.63], [1.16, -1.27, -1.29], [1.36, -0.02, -1.29], [2.36, -2.10, -0.81], [3.43, -1.49, -0.19], [4.51, -2.22, 0.32], [4.46, -3.58, 0.15], [5.38, -4.53, 0.55], [4.82, -5.78, 0.19], [3.60, -5.57, -0.50], [3.39, -4.20, -0.47], [2.32, -3.49, -0.96], [3.40, -0.41, -0.05], [5.33, -1.74, 0.83], [4.63, -6.37, 1.10], [5.52, -6.31, -0.48], [1.46, -3.95, -1.43]], "nbo_charge": [0.94, -0.68, 0.30, -0.27, -0.47, -0.04, -0.21, 0.23, -0.60, 0.09, -0.23, -0.21, -0.25, -0.21, -0.26, -0.16, -0.18, -0.33, -0.22, -0.27, 0.39, -0.74, 0.24, 0.20, 0.24, 0.26, 0.21, 0.25, 0.21, 0.20, 0.19, 0.20, 0.20, 0.19, 0.18, 0.20, -0.73, 0.75, -0.69, 0.13, -0.23, -0.19, -0.28, 0.05, -0.42, 0.23, 0.19, 0.20, 0.23, -0.70, 0.80, -0.78, -0.12, -0.18, -0.27, 0.20, -0.50, 0.24, -0.51, 0.26, -0.24, 0.25, 0.21, 0.14, 0.14, 0.25]}



[4]
{"formula": "C23H17Cl3N3O5RhS", "method": "the ωB97M-V functional and the def2-TZVPD basis", "lumo_energy_ev": -9.0, "total_charge": 2, "symbols": ["Rh", "O", "C", "O", "C", "C", "C", "C", "C", "N", "C", "O", "O", "H", "H", "H", "H", "Cl", "C", "C", "C", "C", "C", "C", "N", "C", "C", "N", "C", "O", "C", "C", "C", "Cl", "S", "C", "C", "C", "Cl", "C", "H", "H", "H", "H", "H", "H", "H", "H", "H", "H", "H", "H", "H"], "xyz": [[0.65, -0.04, 0.21], [0.48, 3.80, 1.75], [0.41, 2.59, 1.29], [1.29, 2.03, 0.63], [-0.89, 1.89, 1.57], [-2.05, 2.39, 2.10], [-3.17, 1.54, 2.17], [-3.11, 0.24, 1.68], [-1.91, -0.20, 1.15], [-0.86, 0.62, 1.12], [-1.62, -1.56, 0.47], [-2.34, -2.50, 0.54], [-0.48, -1.53, -0.27], [1.33, 4.22, 1.50], [-2.09, 3.41, 2.46], [-4.10, 1.92, 2.59], [-3.95, -0.43, 1.70], [3.38, -10.95, 3.39], [2.82, -9.35, 3.07], [3.35, -8.63, 2.01], [2.88, -7.36, 1.75], [1.88, -6.78, 2.54], [1.37, -5.40, 2.21], [2.34, -4.37, 2.79], [1.80, -3.01, 2.63], [1.26, -2.23, 3.62], [0.89, -1.06, 3.04], [1.25, -1.13, 1.70], [1.74, -2.36, 1.48], [1.30, -5.13, 0.82], [-0.01, -5.43, 0.27], [-0.42, -6.84, 0.48], [-1.43, -7.24, 1.31], [-2.45, -6.22, 2.25], [-1.60, -8.94, 1.41], [-0.30, -9.16, 0.31], [0.22, -7.98, -0.10], [1.40, -7.52, 3.61], [0.20, -6.83, 4.68], [1.84, -8.80, 3.89], [4.11, -9.08, 1.38], [3.25, -6.81, 0.90], [0.39, -5.25, 2.66], [3.30, -4.41, 2.27], [2.51, -4.54, 3.85], [1.21, -2.56, 4.64], [0.49, -0.17, 3.49], [2.08, -2.77, 0.54], [0.06, -5.18, -0.79], [-0.73, -4.76, 0.74], [0.00, -10.16, 0.02], [1.05, -7.90, -0.80], [1.44, -9.36, 4.72]], "nbo_charge": [1.31, -0.58, 0.81, -0.62, 0.06, -0.14, -0.10, -0.14, 0.12, -0.32, 0.73, -0.45, -0.63, 0.55, 0.28, 0.27, 0.29, 0.06, -0.01, -0.24, -0.12, -0.13, 0.06, -0.23, -0.27, -0.01, -0.11, -0.41, 0.24, -0.56, -0.08, -0.16, -0.25, 0.04, 0.52, -0.40, -0.24, 0.00, 0.01, -0.25, 0.24, 0.22, 0.22, 0.24, 0.25, 0.27, 0.24, 0.27, 0.21, 0.19, 0.26, 0.23, 0.26]}